Record 1
Entry from OMol25: a molecular structure, H8InO4 (ωB97M-V/def2-TZVPD).

XYZ file:
```
13
Properties=species:S:1:pos:R:3:nbo_charge:R:1
In 1.737 0.049 -21.566 1.99
O 2.370 -1.330 -23.998 -0.79
H 2.350 -0.510 -24.533 0.52
H 3.195 -1.788 -24.288 0.57
O 0.174 2.398 -22.239 -0.91
H -0.517 2.907 -21.767 0.56
H 0.248 2.818 -23.116 0.54
O 2.876 2.602 -20.833 -0.84
H 3.467 2.671 -20.051 0.55
H 3.125 3.352 -21.413 0.55
O -0.400 -0.750 -23.373 -0.82
H -1.184 -1.311 -23.177 0.56
H -0.255 -0.844 -24.336 0.54
```

Its charge is +3. The largest force on an atom is 2.4 eV Å⁻¹. The relative energy (zero: lowest compared OMol25 entry of this formula, charge and spin) comes out at 376.03 kJ/mol. The calculated total energy comes out at -494.40978 a.u.



Record 2
Entry from OMol25: C2H5N3O in the gas phase (ωB97M-V/def2-TZVPD).

XYZ file:
```
11
Properties=species:S:1:pos:R:3:nbo_charge:R:1
N 1.921 0.325 -0.097 -0.83
C 0.506 0.369 -0.151 0.07
C -0.319 -0.697 0.525 -0.04
N -1.551 -0.610 -0.128 0.00
O -2.113 0.678 -0.127 -0.57
N -0.148 -0.660 -0.931 -0.26
H 2.279 -0.620 -0.159 0.37
H 2.296 0.797 0.715 0.38
H 0.104 1.377 -0.183 0.21
H -0.038 -1.525 1.152 0.20
H -2.937 0.566 -0.617 0.48
```

Its charge is 0. Its SMILES is N[C@@H]1[C@H]2N(O)N12. The largest force on an atom is 1.6 eV Å⁻¹. The relative energy (zero: lowest compared OMol25 entry of this formula, charge and spin) comes out at 540.58 kJ/mol. The calculated total energy comes out at -318.54459 a.u.



Record 3
Entry from OMol25: 15 unconnected molecules or ions with the total composition C39H116N22O15 (ωB97M-V/def2-TZVPD).

XYZ file:
```
192
Properties=species:S:1:pos:R:3:mulliken_charge:R:1
C -2.305 3.691 -2.199 -1.51
C -2.827 2.659 -1.203 0.41
C -3.352 1.354 -1.809 -0.16
O -3.475 0.399 -0.755 -0.38
C -4.146 -0.794 -1.122 -0.58
N -1.779 2.414 -0.188 -0.74
H -2.001 4.597 -1.668 0.36
H -3.073 4.031 -2.896 0.35
H -1.394 3.385 -2.726 0.36
H -3.660 3.261 -0.812 0.19
H -2.600 0.880 -2.461 0.31
H -4.294 1.572 -2.326 -0.04
H -3.807 -1.512 -0.361 0.34
H -3.886 -1.245 -2.077 0.34
H -5.205 -0.637 -0.916 0.06
H -2.120 1.691 0.436 0.37
H -1.041 1.997 -0.758 0.30
C -12.167 -2.085 -0.529 -1.55
C -12.758 -1.818 0.864 0.88
C -14.271 -1.902 0.703 -1.03
O -15.047 -1.620 1.839 -0.35
C -14.848 -0.328 2.360 -0.32
N -12.133 -2.828 1.764 -0.31
H -12.319 -3.120 -0.834 0.37
H -11.113 -1.798 -0.496 0.00
H -12.603 -1.457 -1.311 0.60
H -12.425 -0.856 1.250 0.06
H -14.516 -2.878 0.277 0.40
H -14.550 -1.180 -0.080 0.43
H -13.829 -0.136 2.709 -0.10
H -15.518 -0.191 3.208 0.25
H -15.081 0.454 1.621 0.35
H -12.822 -3.549 2.004 0.31
H -12.107 -2.367 2.681 -0.20
C -6.062 0.410 7.217 -1.66
C -6.591 -0.764 8.037 0.74
C -7.377 -1.760 7.204 -0.82
O -6.665 -2.144 6.055 -0.46
C -7.289 -1.829 4.842 -0.24
N -5.388 -1.457 8.614 -0.80
H -6.842 1.047 6.792 0.32
H -5.347 0.161 6.431 0.38
H -5.453 1.014 7.899 0.45
H -7.216 -0.378 8.845 0.30
H -8.316 -1.268 6.921 0.34
H -7.638 -2.650 7.782 0.39
H -7.102 -0.786 4.544 0.24
H -8.339 -2.110 4.823 0.23
H -6.786 -2.333 4.010 0.12
H -5.400 -2.320 8.076 0.33
H -4.520 -1.002 8.363 0.27
C -8.199 -0.134 -2.058 -0.43
C -7.546 0.091 -3.398 0.53
C -7.412 1.559 -3.794 -1.13
O -8.557 2.165 -4.346 -0.42
C -8.347 3.451 -4.838 -0.71
N -6.218 -0.534 -3.469 -0.03
H -9.289 -0.121 -2.015 0.41
H -7.800 0.621 -1.371 -0.09
H -7.962 -1.117 -1.636 -0.11
H -8.146 -0.257 -4.257 0.21
H -6.660 1.697 -4.586 0.59
H -7.084 2.125 -2.906 0.23
H -8.190 4.143 -3.998 0.27
H -9.207 3.790 -5.408 0.26
H -7.453 3.511 -5.474 0.31
H -5.908 -0.310 -4.409 0.30
H -6.342 -1.539 -3.330 0.08
C -7.014 1.450 2.160 -1.31
C -8.459 1.348 2.638 0.79
C -9.308 2.597 2.820 -0.77
O -9.837 3.094 1.611 -0.35
C -9.073 4.064 0.937 -0.60
N -9.161 0.257 1.941 0.04
H -6.963 1.594 1.080 0.15
H -6.485 0.535 2.425 0.26
H -6.513 2.284 2.655 0.47
H -8.271 0.919 3.636 -0.34
H -8.735 3.369 3.348 0.48
H -10.149 2.282 3.441 0.27
H -8.485 4.719 1.592 0.31
H -9.753 4.823 0.524 0.27
H -8.545 3.618 0.091 0.13
H -9.169 0.421 0.939 0.19
H -10.113 0.245 2.304 -0.02
C -1.929 -11.445 3.159 -1.22
C -1.868 -9.933 3.055 0.56
C -3.204 -9.348 2.571 -0.98
O -3.574 -9.727 1.253 -0.13
C -3.209 -8.788 0.281 -0.94
N -1.499 -9.343 4.351 -0.77
H -2.879 -11.720 3.637 0.23
H -1.162 -11.936 3.755 0.44
H -1.883 -11.908 2.172 0.21
H -1.125 -9.689 2.286 0.28
H -3.252 -8.258 2.648 0.49
H -3.922 -9.832 3.244 0.39
H -2.134 -8.722 0.091 0.32
H -3.605 -7.787 0.509 0.46
H -3.693 -8.943 -0.686 0.01
H -2.194 -9.590 5.061 0.30
H -1.689 -8.342 4.249 0.30
C -6.953 -11.671 3.148 -1.71
C -6.032 -11.580 1.938 2.27
C -6.053 -12.914 1.199 -1.09
O -5.634 -12.765 -0.152 -0.41
C -4.231 -12.566 -0.314 -0.80
N -6.487 -10.433 1.153 -0.30
H -7.043 -10.774 3.762 0.49
H -6.517 -12.383 3.864 0.44
H -7.926 -12.086 2.901 0.24
H -5.006 -11.380 2.260 -1.13
H -7.077 -13.276 1.076 0.28
H -5.507 -13.656 1.789 0.41
H -3.611 -12.996 0.472 0.35
H -4.053 -11.484 -0.340 0.19
H -3.917 -12.899 -1.306 0.44
H -6.966 -9.725 1.688 0.29
H -5.616 -10.007 0.847 0.02
C -6.946 -3.437 1.175 -1.23
C -8.442 -3.497 0.971 0.91
C -9.047 -4.846 0.645 -1.28
O -8.578 -5.316 -0.599 0.25
C -9.185 -6.484 -1.119 -0.97
N -9.182 -2.950 2.130 1.87
H -6.706 -3.950 2.114 0.23
H -6.589 -2.411 1.128 0.26
H -6.375 -4.032 0.457 0.30
H -8.758 -2.875 0.114 -0.50
H -10.137 -4.770 0.539 0.59
H -8.785 -5.563 1.438 0.24
H -9.383 -7.154 -0.279 0.38
H -8.525 -6.999 -1.808 0.16
H -10.203 -6.254 -1.468 0.31
H -9.059 -1.958 2.336 -0.81
H -10.173 -3.061 1.861 -0.07
C -4.992 -7.980 -2.905 0.50
O -5.976 -8.614 -3.311 -0.60
N -5.049 -6.972 -1.964 -0.10
N -3.692 -8.377 -3.203 -0.39
H -5.937 -6.528 -1.807 -0.11
H -4.232 -6.625 -1.507 0.23
H -3.641 -9.334 -3.511 0.23
H -2.932 -7.909 -2.752 0.22
C -7.600 -3.850 -3.752 0.78
O -6.690 -3.339 -3.110 -0.95
N -7.461 -4.466 -4.988 -0.37
N -8.916 -4.095 -3.310 -0.26
H -8.251 -4.870 -5.442 0.12
H -6.547 -4.493 -5.400 0.22
H -9.535 -4.751 -3.731 0.25
H -9.023 -3.738 -2.372 -0.08
C -12.083 -0.203 4.975 0.54
O -11.851 0.377 3.912 -0.56
N -13.000 0.202 5.917 -0.42
N -11.420 -1.372 5.298 -0.14
H -13.024 -0.194 6.834 0.15
H -13.676 0.889 5.642 0.26
H -10.696 -1.667 4.674 -0.11
H -11.533 -1.871 6.158 0.20
C -9.228 -4.839 5.316 0.26
O -9.272 -5.398 6.396 -0.68
N -10.131 -3.882 4.884 -0.10
N -8.214 -4.908 4.382 -0.26
H -10.078 -3.538 3.935 -0.13
H -10.984 -3.837 5.413 0.19
H -7.367 -5.203 4.838 0.22
H -8.226 -4.432 3.487 0.11
C -10.511 -11.410 2.766 0.57
O -10.870 -11.763 3.851 -0.61
N -10.568 -10.127 2.215 -0.28
N -10.094 -12.309 1.772 -0.45
H -11.177 -9.470 2.669 0.23
H -10.399 -10.018 1.237 0.13
H -9.655 -11.933 0.955 0.18
H -9.969 -13.268 2.037 0.24
C -7.553 -7.704 -6.533 0.45
O -8.173 -7.612 -7.575 -0.65
N -8.001 -8.437 -5.444 -0.23
N -6.322 -7.127 -6.253 -0.35
H -7.403 -8.782 -4.692 0.32
H -8.946 -8.775 -5.446 0.16
H -5.986 -6.463 -6.924 0.19
H -5.928 -7.385 -5.368 0.22
C -7.731 -11.688 -2.738 0.37
O -8.496 -11.759 -3.696 -0.71
N -8.078 -11.079 -1.548 -0.15
N -6.452 -12.208 -2.754 -0.33
H -8.915 -10.531 -1.546 0.11
H -7.535 -11.194 -0.705 0.07
H -6.292 -12.890 -3.472 0.22
H -5.911 -12.207 -1.894 0.40
```

Its charge is 0. The largest force on an atom is 3.4 eV Å⁻¹. The relative energy (zero: lowest compared OMol25 entry of this formula, charge and spin) comes out at 143.65 kJ/mol. The calculated total energy comes out at -3888.83181 a.u.



Question: Which value of largest force on an atom does entry 2 give?
Answer: 1.6 eV Å⁻¹